1.
Here is C20H26N8OSSeY as an isolated structure from OMol25. Energies are from ωB97M-V with the def2-TZVPD basis set.

Output
total charge	+1
energy relative to the best compared isomer or geometry (same formula, charge and spin)	0.9	kcal/mol
LUMO	-2.59	eV
multiplicity	1
orbital gap	8.699	eV
E_HOMO	-11.3	eV

XYZ file:
```
58
Properties=species:S:1:pos:R:3:forces:R:3:lowdin_charge:R:1
Y 0.167468 -0.466789 0.117665 -0.03 -0.10 -0.37 1.27
Se -2.374953 -1.935211 -0.344976 0.08 0.09 0.06 0.67
S 1.335956 -3.029349 0.441776 -0.06 -0.03 -0.06 0.67
O -1.289927 1.053753 0.835974 -0.14 0.02 0.22 -0.21
N 0.816093 -5.039271 -1.330799 0.00 -0.01 -0.07 0.06
N 0.397880 -5.269548 -2.612511 0.02 0.02 0.03 0.15
N -3.214629 1.856597 1.687430 0.00 -0.02 0.03 0.23
N -3.576770 0.319919 4.916361 0.02 0.09 0.02 0.16
N 0.505975 -3.132782 -2.164416 0.08 0.08 0.05 -0.08
N 0.262617 -0.897315 2.497809 0.08 -0.06 0.00 0.09
N 0.417997 -1.743248 -2.261012 0.06 -0.16 -0.12 0.08
N -1.616803 0.360006 -2.057792 0.14 -0.04 0.10 0.07
C -1.900313 0.324135 2.977407 -0.01 0.08 0.08 -0.18
C 1.809009 1.046078 -1.652582 -0.05 0.10 -0.10 -0.22
C 2.655901 1.118781 2.582126 0.03 0.01 0.02 -0.04
C 0.226979 3.009850 -1.392000 -0.01 0.01 -0.01 -0.03
C 0.890711 -3.747856 -1.018784 -0.03 0.00 0.17 -0.75
C -2.054345 -0.514482 -1.422271 -0.28 -0.07 -0.12 -0.92
C 0.211264 -4.094048 -3.114907 -0.06 -0.06 -0.02 -0.31
C 3.461842 -0.888679 -1.948750 0.04 -0.05 -0.02 -0.04
C -2.132615 1.084773 1.800133 0.01 0.11 -0.10 -0.49
C 0.980370 3.175855 1.402129 0.01 0.06 -0.03 0.00
C -2.792260 0.311143 4.073696 -0.02 -0.19 -0.03 -0.21
C 3.953169 -0.830539 0.906855 0.04 -0.02 0.03 -0.04
C -0.275546 -3.790011 -4.479168 0.00 0.01 -0.03 0.02
C -0.730530 -0.411487 2.862600 0.00 0.03 -0.02 -0.16
C 1.186149 2.000416 -0.820210 0.00 -0.01 0.08 -0.23
C 2.345065 1.078859 1.109177 0.14 -0.02 0.06 -0.23
C 2.961552 0.116063 0.282484 -0.05 0.07 0.21 -0.24
C 2.712603 0.112574 -1.102827 0.02 -0.05 -0.03 -0.23
C 1.503832 2.052450 0.549549 -0.04 0.01 -0.01 -0.21
C 1.519799 1.138781 -3.133484 0.03 0.03 -0.02 -0.03
H 0.864965 4.083148 0.813899 0.00 0.00 0.00 0.09
H 1.179869 -1.413582 -2.847727 -0.01 0.03 -0.01 0.09
H 1.726032 2.149695 -3.487039 0.01 0.00 0.02 0.11
H 1.007810 -5.810829 -0.712747 0.01 -0.01 -0.01 0.17
H 2.918801 0.140748 2.970630 0.01 -0.01 -0.01 0.07
H 2.126977 0.475024 -3.740265 0.00 -0.01 0.01 0.07
H 3.498380 1.791329 2.767386 0.00 -0.01 0.00 0.11
H 4.779323 -0.261118 1.338479 0.01 0.00 -0.01 0.11
H 4.537089 -0.723587 -1.870816 0.00 0.03 0.00 0.11
H 0.755018 3.929465 -1.659632 0.01 -0.01 0.00 0.11
H -0.539228 3.261772 -0.663270 0.00 0.00 0.00 0.08
H 4.365390 -1.541707 0.201188 0.00 0.01 0.00 0.07
H 0.437923 -3.173324 -5.027504 0.00 0.01 0.01 0.09
H -0.412751 -4.724842 -5.015513 0.01 -0.01 0.01 0.10
H 3.223218 -0.836323 -3.006338 -0.01 0.02 0.00 0.07
H -3.914839 1.873859 2.411177 0.00 0.01 0.00 0.12
H 0.465100 0.950272 -3.341963 0.00 -0.02 -0.01 0.06
H -0.461379 -1.492419 -2.708585 -0.01 0.01 0.03 0.07
H 3.275744 -1.907406 -1.600797 -0.01 0.01 0.00 0.07
H 3.505464 -1.404620 1.717580 -0.03 0.01 -0.01 0.07
H -3.395166 2.312983 0.810043 0.00 0.00 0.00 0.13
H 0.005894 2.937313 1.832002 0.00 -0.02 0.00 0.09
H 1.663351 3.399201 2.216799 0.00 0.00 0.00 0.09
H -1.233474 -3.268125 -4.442564 0.01 0.01 0.01 0.09
H 1.809935 1.477335 3.162425 -0.01 0.01 -0.02 0.08
H -0.280049 2.636097 -2.274981 0.01 0.00 0.00 0.06
```
Positions in Å, forces in eV/Å.

***

2.
Here is one molecule with the formula C5H4N2 in a non-equilibrium geometry from OMol25. Energies are from ωB97M-V with the def2-TZVPD basis set.

Output
energy relative to the best compared isomer or geometry (same formula, charge and spin)	60.2	kcal/mol
LUMO	0.92	eV
multiplicity	1
orbital gap	9.597	eV
E_HOMO	-8.7	eV

XYZ file:
```
11
Properties=species:S:1:pos:R:3:forces:R:3:lowdin_charge:R:1
N -1.875532 -0.106158 -0.066944 -2.24 0.06 -0.04 -0.04
N -1.559323 1.114793 -0.469619 -0.22 0.68 -0.44 0.03
C -0.261642 1.194550 -0.358316 -0.86 -2.00 1.25 -0.06
C 2.701567 -0.415508 0.117550 2.86 -0.16 -0.33 0.14
C 0.219976 -0.108284 0.220727 -1.14 4.94 -2.07 -0.25
C 1.544260 -0.230647 0.139610 1.07 -1.47 1.06 -0.17
C -0.866299 -0.850400 0.353501 -0.53 -1.47 0.55 -0.06
H 3.735474 -0.511231 -0.007726 0.69 -0.11 0.02 0.02
H -1.014932 -1.841120 0.724395 0.02 -0.33 0.01 0.13
H -2.841983 -0.370629 -0.050568 -0.13 0.03 0.00 0.15
H 0.218434 2.124638 -0.602612 0.48 -0.18 -0.01 0.11
```
Positions in Å, forces in eV/Å.

***

3.
Here is C12H30BaClN2O8 as an isolated structure in a non-equilibrium geometry from OMol25. Energies are from ωB97M-V with the def2-TZVPD basis set.

Output
total charge	+1
energy relative to the best compared isomer or geometry (same formula, charge and spin)	31.3	kcal/mol
LUMO	-2.84	eV
multiplicity	1
orbital gap	9.150	eV
E_HOMO	-12.0	eV

XYZ file:
```
54
Properties=species:S:1:pos:R:3:forces:R:3:lowdin_charge:R:1
Ba 0.167396 0.378231 -0.030790 -0.71 -0.60 0.03 2.10
Cl -2.102504 -2.255889 -1.151280 -1.69 -3.55 -0.73 0.57
O -3.158764 -2.814979 -0.393370 -0.85 0.08 0.82 -0.30
O -1.533454 2.607561 -0.244130 0.70 0.67 0.20 -0.35
O -0.070234 0.884211 -2.652040 -0.16 0.78 -0.39 -0.38
O -1.905534 -3.031509 -2.321340 0.05 0.24 -1.35 -0.31
O 0.290996 -1.330709 2.179350 0.79 0.65 0.04 -0.36
O -2.397544 -0.904059 -1.448030 0.41 2.63 -0.24 -0.38
O 2.618916 -0.288959 1.114420 -0.37 -0.06 -0.55 -0.37
O -0.901834 -2.379029 -0.398720 2.70 1.36 1.78 -0.45
N 2.165176 -0.476969 -1.632370 -0.10 -1.37 -1.32 -0.18
N -1.700764 0.860681 1.935460 0.93 -0.61 1.75 -0.20
C 0.594126 -0.019329 -3.520640 0.55 -0.52 0.36 -0.20
C -1.286654 3.926661 -0.774480 0.60 -0.38 0.43 -0.07
C -2.913084 1.269931 1.344320 -1.18 0.83 -2.38 -0.22
C 1.378936 -1.088889 -2.752790 -0.82 0.45 -0.22 -0.19
C -0.638134 -1.039539 3.205890 -0.61 -0.97 -0.11 -0.20
C -0.918904 1.790871 -3.382120 -0.85 -0.16 0.17 -0.06
C 3.534946 -1.009569 0.295700 0.51 0.29 0.70 -0.21
C 3.135876 0.175031 2.342570 0.94 -0.12 -0.03 -0.08
C 2.847376 -1.546579 -0.911910 0.23 -0.71 0.49 -0.22
C -2.726564 2.548441 0.472570 -2.10 -0.66 0.73 -0.22
C -1.883074 -0.475229 2.566060 -0.22 0.52 0.05 -0.18
C 1.090916 -2.486639 2.441910 -0.77 -0.32 -0.46 -0.05
H 3.613006 -2.001359 -1.540460 0.10 -0.23 -0.08 0.14
H -0.206214 -0.479149 4.035050 0.17 0.62 -0.20 0.13
H 1.354966 0.502431 -4.101150 -0.41 0.39 -0.54 0.13
H -3.673594 1.522271 2.083280 -0.27 -0.13 0.03 0.14
H 4.034496 0.756841 2.137440 -0.24 0.78 0.08 0.10
H -2.029964 4.232611 -1.510670 0.05 -0.21 -0.13 0.10
H -1.591794 1.279491 -4.070460 0.18 -0.52 -0.01 0.10
H 2.942086 -0.039129 -2.106510 -0.02 0.85 -0.05 0.13
H 0.687886 -1.872509 -2.442160 0.03 0.10 0.75 0.11
H -1.255754 4.679851 0.012830 -0.20 -0.11 0.24 0.10
H 1.829906 -2.657249 1.659040 -0.06 0.52 0.02 0.08
H 2.208156 -2.367719 -0.587530 -0.61 0.19 -0.33 0.13
H -0.274804 3.869011 -1.175640 -0.21 0.17 -0.42 0.10
H 4.357156 -0.373679 -0.032530 0.21 0.34 0.26 0.14
H -2.690114 -0.428269 3.297210 -0.06 0.01 0.27 0.14
H -1.595254 2.266401 -2.671830 0.37 -0.01 0.07 0.07
H 0.390866 -3.316039 2.341310 0.23 -0.39 0.56 0.11
H 3.944906 -1.828709 0.886500 0.22 -0.13 -0.02 0.14
H -3.557924 2.593711 -0.230910 -0.21 -0.16 -0.18 0.14
H -0.953514 -1.964379 3.688920 -0.07 -0.33 -0.06 0.13
H -0.182214 -0.514919 -4.103560 0.32 -0.01 -0.49 0.14
H 2.344526 0.697511 2.880040 0.22 0.15 -0.16 0.10
H 1.590636 -2.426059 3.408720 -0.13 -0.09 0.08 0.11
H 2.005436 -1.586309 -3.493170 0.33 0.01 0.01 0.13
H -2.947074 3.377501 1.144970 0.92 0.62 -0.01 0.13
H -0.409194 2.544121 -3.982880 0.56 -0.05 0.29 0.10
H 3.550746 -0.599909 2.987130 -0.48 -0.62 -0.01 0.10
H -2.252814 -1.139099 1.784600 0.25 -0.28 -0.05 0.12
H -3.295264 0.466221 0.714960 -0.06 -0.09 -0.05 0.12
H -1.626884 1.512761 2.703210 0.90 0.16 0.35 0.13
```
Positions in Å, forces in eV/Å.

***

4.
Here is C27H72Ag2N6O9 as an isolated structure in a non-equilibrium geometry from OMol25. Energies are from ωB97M-V with the def2-TZVPD basis set.

Output
total charge	+2
LUMO (alpha / beta)	-7.21 / -9.48	eV
multiplicity	3
orbital gap (alpha / beta)	5.312 / 3.040	eV
E_HOMO (alpha / beta)	-12.5 / -12.5	eV

XYZ file:
```
116
Properties=species:S:1:pos:R:3:forces:R:3:lowdin_charge:R:1
Ag -1.408821 4.647617 0.270550 -0.35 -0.52 0.18 0.86
Ag 2.587393 2.798604 0.430801 -0.02 -0.75 1.37 1.04
O -5.580577 -1.046381 2.130077 0.31 -1.23 -0.25 -0.18
O 4.501167 4.114539 0.147321 -0.26 0.12 -0.03 -0.30
O 4.742144 1.453180 4.578261 -0.15 -0.26 -0.36 -0.20
O -4.728647 1.181886 -4.425598 -0.04 0.36 -0.72 -0.16
O -0.063595 -6.729126 0.836161 -0.67 -1.45 -0.49 -0.18
O 3.061573 1.066246 -0.930213 0.44 0.74 0.27 -0.10
O 0.560381 2.113091 1.237267 -2.76 0.01 -1.10 -0.18
O -1.687817 2.525403 0.716730 2.72 -0.64 0.23 -0.17
O -1.703672 -2.210700 -3.355989 -0.18 0.60 1.09 -0.23
N 2.524838 4.248264 2.147521 -0.20 1.75 0.67 0.04
N 3.919352 1.633356 1.902843 0.96 -1.17 0.68 0.05
N -4.589652 2.492774 2.079168 0.32 -1.44 -0.14 0.04
N -1.799936 -3.531111 -5.794636 -1.41 0.17 -0.17 0.06
N 0.632198 -5.760977 3.312279 0.51 -0.07 -0.47 0.04
N -2.651851 3.086108 -4.165699 -0.29 -0.90 0.53 0.06
C 0.145550 -4.883923 2.206105 0.42 -0.20 1.25 -0.43
C 4.723334 4.982612 1.260650 0.26 -0.55 -0.44 -0.19
C -5.318620 1.203290 1.681018 0.11 2.78 -0.26 -0.42
C -0.595541 -2.923682 -5.299584 0.56 -0.26 -0.33 -0.48
C -4.799055 0.069402 2.434906 0.33 -1.35 1.60 -0.27
C -5.208986 1.012412 0.189105 -0.39 0.05 -0.06 -0.06
C -3.666945 0.854988 -3.621336 0.57 -0.67 1.07 -0.26
C 0.308959 -7.468724 -0.309617 -0.31 -0.21 0.08 -0.08
C -0.656308 1.752716 0.895464 0.63 1.27 0.14 -0.59
C 3.492429 6.507945 2.792622 0.70 -0.26 0.29 -0.04
C -0.386530 -1.516985 -5.767869 0.36 1.02 -0.18 -0.06
C -4.951554 -2.293621 2.455908 -1.09 0.19 -0.10 -0.08
C 0.450052 -5.472456 0.855483 1.04 0.97 -0.21 -0.28
C -1.309528 1.323151 -3.042052 1.49 -0.19 0.29 -0.09
C -1.836150 -2.273589 -1.924864 0.00 0.10 -1.23 -0.08
C 2.762244 -0.601918 2.271875 0.26 0.41 -0.35 -0.05
C 3.373800 5.448479 1.719158 -0.59 0.08 0.07 -0.39
C -0.626147 -2.982335 -3.822670 0.00 -0.50 1.04 -0.24
C 2.264961 0.350038 -1.758837 -0.65 -0.22 0.08 -0.13
C -2.420199 1.585472 -4.046445 -0.10 1.45 0.37 -0.38
C 5.894551 1.289169 5.375186 0.57 -0.02 0.24 -0.09
C 4.403713 0.279299 3.862885 0.32 -0.09 1.08 -0.23
C 5.651482 3.784245 -0.610552 0.98 0.40 -0.13 -0.06
C -0.899082 0.290259 0.661124 -1.27 -0.52 0.59 0.00
C 0.802088 -3.527023 2.344166 -0.35 0.31 -0.27 -0.10
C 3.307941 0.653245 2.929285 0.09 0.38 -1.18 -0.37
C -5.907582 0.605212 -3.958748 -0.83 0.06 0.14 -0.10
H -0.701727 -0.344546 1.531547 0.66 0.31 -0.07 0.09
H -4.373336 2.407232 3.084032 -0.29 0.25 -0.46 0.07
H 4.540388 2.263167 2.452319 -0.72 -0.33 -0.34 0.09
H 2.536781 0.616800 -2.802635 0.15 -0.11 0.08 0.15
H -5.806022 0.149097 -0.114532 0.25 0.01 -0.04 0.09
H -1.044747 0.259984 -2.904573 -0.39 0.17 -0.34 0.06
H -2.015644 -3.223457 -6.742405 0.28 -0.25 0.09 0.08
H 5.843370 4.541870 -1.377887 -0.19 -0.12 0.01 0.11
H 1.398900 -7.565415 -0.369036 -0.06 0.01 -0.08 0.09
H 2.521389 6.896157 3.073205 -0.06 0.20 0.14 0.09
H 4.136948 7.299826 2.404837 -0.34 0.20 -0.01 0.10
H -3.476536 -0.236180 -3.653642 0.06 0.17 -0.05 0.13
H -0.786436 -4.017589 -3.493079 0.30 -0.03 0.00 0.13
H 5.905736 2.092454 6.102673 0.05 0.13 0.03 0.09
H -2.116568 1.225805 -5.034565 -0.01 0.05 0.11 0.13
H 0.268496 -3.534183 -5.581875 -0.01 -0.04 -0.24 0.14
H 2.883314 5.932725 0.864098 -0.05 -0.43 -0.01 0.15
H -2.467688 -1.424202 -1.652932 -0.01 -0.19 0.17 0.07
H 5.276577 -0.152972 3.330117 -0.24 0.27 0.06 0.15
H 0.548645 -6.749796 3.051715 -0.34 0.49 0.04 0.08
H -4.930300 -2.451304 3.543069 0.42 0.17 -0.16 0.09
H -0.149860 -8.446816 -0.201944 0.13 -0.12 -0.01 0.09
H -0.931968 -4.765565 2.368697 0.05 -0.16 -0.27 0.14
H 2.124837 -0.334619 1.429576 -0.19 -0.16 0.03 0.06
H 5.511909 2.812425 -1.070314 -0.10 -0.08 -0.06 0.09
H 4.034529 6.138183 3.671980 -0.33 -0.08 0.02 0.10
H 0.742626 -3.176415 3.372058 0.09 -0.05 0.13 0.08
H 0.561400 -1.082322 -5.410268 -0.06 -0.24 -0.16 0.08
H -4.909544 0.276870 3.516084 0.31 0.02 -0.08 0.14
H 1.644701 -5.643096 3.452130 -0.50 0.20 -0.13 0.07
H -4.161334 0.877359 -0.092880 0.03 -0.10 -0.11 0.05
H 1.542802 4.567100 2.257779 0.59 -0.37 -0.47 0.10
H 3.581583 -1.239587 1.919278 -0.09 0.10 -0.05 0.10
H 6.550593 3.759641 0.020453 -0.24 -0.18 0.02 0.11
H -0.385837 -1.491325 -6.856187 0.03 0.18 -0.05 0.09
H -5.801189 -0.464969 -3.746443 0.09 0.01 -0.07 0.10
H 2.202728 -1.180130 3.000144 -0.18 0.00 -0.02 0.08
H 1.846709 -3.587117 2.022080 -0.01 0.14 0.09 0.08
H 1.558084 -5.508323 0.737545 -0.19 0.03 0.09 0.13
H -3.667282 2.406543 1.629957 -0.39 0.16 0.21 0.01
H -2.585570 -3.158972 -5.241228 0.40 -0.34 -0.27 0.08
H -0.369054 1.806782 -3.361010 -0.25 -0.07 -0.27 0.08
H -0.837131 -2.165964 -1.464247 -0.32 -0.17 0.08 0.07
H -1.969443 0.117402 0.518369 0.11 0.23 -0.37 0.07
H -6.249093 1.113682 -3.043880 0.02 -0.14 -0.06 0.09
H -6.359460 1.355296 1.971114 -0.07 -0.08 -0.13 0.15
H -0.377849 -0.077889 -0.217341 0.22 0.03 0.04 0.06
H 5.273487 4.420994 2.030793 -0.09 0.22 0.08 0.14
H 2.761443 4.089797 3.154091 0.17 -0.69 -1.06 0.13
H 0.324745 -2.594593 -3.419025 -0.06 -0.11 0.11 0.12
H -3.630627 3.309966 -3.949163 0.34 -0.31 -0.44 0.07
H 0.097245 -4.859837 0.005982 -0.26 0.07 0.15 0.13
H -1.447223 1.720785 -2.025240 -0.72 0.05 -0.19 0.06
H 5.896428 0.340349 5.922369 -0.13 0.04 -0.11 0.10
H 2.528651 1.201467 3.458853 0.02 -0.01 -0.03 0.14
H 6.799087 1.340255 4.755049 -0.06 -0.04 0.12 0.10
H 2.510024 -0.713407 -1.623121 -0.02 -0.01 -0.29 0.13
H -3.971435 -2.377069 1.973282 0.07 0.06 0.26 0.08
H 5.336323 5.832499 0.948371 -0.08 0.01 0.06 0.15
H -0.091295 -7.025657 -1.229906 0.15 0.15 0.06 0.09
H 0.263726 -2.794822 1.723293 0.27 -0.08 0.00 0.06
H -5.602553 1.885431 -0.327674 0.05 0.09 -0.07 0.08
H 4.041285 -0.507769 4.551346 0.12 0.25 -0.12 0.15
H -5.600056 -3.079861 2.057760 0.13 0.17 -0.05 0.09
H 1.203516 0.565855 -1.617818 -0.02 -0.05 -0.13 0.06
H 4.605447 1.055814 1.371653 -0.69 0.52 0.06 0.11
H -3.907242 1.081706 -2.555487 0.16 0.12 -0.27 0.12
H -6.648502 0.744928 -4.737991 -0.18 -0.06 0.01 0.10
H -1.170343 -0.856963 -5.389730 -0.13 -0.12 -0.16 0.06
H -2.320321 -3.222640 -1.660774 0.24 0.18 0.28 0.10
H -3.730279 -0.149521 2.245984 -0.10 0.24 -0.16 0.12
H -2.124315 3.568192 -3.444062 0.14 -0.11 -0.08 0.03
```
Positions in Å, forces in eV/Å.